[1]
Molecular formula: C5H9NO
Method: DFT, the ωB97M-V functional and the def2-TZVPD basis

Output
orbital gap (alpha / beta): 8.00 / 8.39 eV
E_HOMO (alpha / beta): -7.71 / -7.83 eV
lowest unoccupied orbital energy (alpha / beta): 0.3 / 0.6 eV

Geometry as XYZ:
```
16
Properties=species:S:1:pos:R:3:forces:R:3
C -0.907592 -0.360725 1.136603 0.0 0.1 0.0
C -0.186249 -0.080959 -0.172239 -0.3 -0.4 -0.3
C -0.345924 -1.225036 -1.180483 0.0 -0.2 0.1
C -0.378419 1.246696 -0.884531 -0.9 -0.2 -0.4
O 0.941473 1.484091 -0.993527 0.5 0.7 -0.6
C 1.257797 0.426817 -0.177869 0.2 0.0 0.7
N 1.858658 0.962502 0.956115 -0.1 -0.2 0.4
H -0.913941 0.506804 1.802794 0.1 -0.1 -0.1
H -1.953071 -0.596827 0.904570 0.1 0.0 0.1
H -0.490986 -1.223663 1.670905 0.0 0.1 -0.2
H 0.048356 -2.142524 -0.731062 -0.1 0.0 -0.1
H -1.391019 -1.391422 -1.455802 0.1 0.1 0.0
H 0.248834 -1.017102 -2.075567 -0.2 -0.1 0.1
H 1.184909 1.671136 1.287699 0.6 0.0 0.3
H -0.985190 1.476325 -1.759173 0.0 -0.1 -0.1
H 2.012370 0.263893 1.671570 0.0 0.1 0.1
```
Positions in Å, forces in eV/Å.

---

[2]
Molecular formula: C6H14N2O2
Method: DFT, the ωB97M-V functional and the def2-TZVPD basis

Output
orbital gap: 9.09 eV
SMILES string: CNC(C)=O.CNC(C)=O
E_HOMO: -8.70 eV
lowest unoccupied orbital energy: 0.4 eV

Geometry as XYZ:
```
24
Properties=species:S:1:pos:R:3:forces:R:3
C -2.465243 0.568761 -1.387539 -0.7 5.0 -0.2
N -1.018745 0.583736 -1.452264 -0.7 -3.1 3.8
C -0.295127 1.431410 -2.104107 3.1 6.6 -2.0
C 1.210180 1.222965 -1.811810 0.6 1.8 -1.5
O -0.543428 2.510789 -2.819471 -0.7 -4.6 2.4
H -2.675929 1.629319 -1.937246 -0.1 -2.5 0.9
H -2.907647 -0.211198 -2.015873 -0.2 0.0 0.9
H -2.864662 0.852120 -0.298552 0.7 -1.5 -2.3
H -0.489342 0.092089 -0.593716 -1.3 0.8 -2.7
H 1.654759 1.569990 -2.811632 -0.2 -0.9 1.5
H 1.296027 0.145566 -1.673341 1.0 0.2 0.4
H 1.713988 1.964546 -1.036051 -1.4 -1.9 -1.2
C 0.866954 -3.156941 2.228044 0.6 0.3 1.3
N 0.992133 -1.764002 2.667841 -2.1 3.1 -0.4
C 0.606087 -0.834996 1.667883 -1.8 1.1 -0.6
C 0.394252 0.667031 2.078671 0.1 1.1 -0.8
O 0.300433 -1.092936 0.472316 1.3 -0.4 2.7
H 0.755464 -3.137988 1.132490 -0.5 -0.5 0.7
H 1.789038 -3.589943 2.525102 1.2 -0.7 -0.4
H 0.205509 -3.710867 2.900061 -0.9 0.2 -0.9
H 0.676691 -1.415691 3.659234 1.0 -1.3 -2.7
H 0.608215 0.856937 3.146658 -0.3 -0.1 -0.5
H -0.643255 1.144685 1.762207 1.9 -1.6 0.8
H 1.108763 1.340086 1.482007 -0.7 -1.3 0.8
```
Positions in Å, forces in eV/Å.

---

[3]
Molecular formula: C20H23N3O5
Method: DFT, the ωB97M-V functional and the def2-TZVPD basis

Output
orbital gap: 8.67 eV
SMILES string: COc1ccc(NC(=O)[C@H](NC(C)=O)C(=O)NCc2ccccc2OC)cc1
E_HOMO: -7.96 eV
lowest unoccupied orbital energy: 0.7 eV

Geometry as XYZ:
```
51
Properties=species:S:1:pos:R:3:forces:R:3
C -7.991669 -2.334171 -0.316753 -0.1 -0.2 0.0
O -7.516230 -1.052005 -0.644425 0.1 0.3 -0.1
C -6.232009 -0.731409 -0.318394 0.1 0.1 0.0
C -5.813241 0.551773 -0.672748 -0.2 -0.3 0.1
C -4.536320 0.985688 -0.391021 0.0 0.1 0.0
C -3.640195 0.136961 0.254523 -0.4 -0.1 -0.1
N -2.336388 0.515961 0.604487 0.1 -0.2 0.3
C -1.637736 1.568941 0.159497 0.3 -0.2 0.2
O -2.017335 2.416209 -0.630573 -0.2 0.1 -0.1
C -0.226318 1.706062 0.785824 0.1 0.0 0.1
N 0.426910 2.733972 0.003819 -0.4 -0.1 -0.3
C 1.481041 3.491582 0.349326 0.0 0.1 -0.3
C 1.709299 4.669880 -0.565254 0.2 0.0 0.2
O 2.216623 3.229914 1.291141 0.2 0.1 0.4
C 0.553384 0.370865 0.894926 -0.2 0.4 0.1
O -0.008522 -0.713222 0.829324 -0.1 -0.4 0.0
N 1.848472 0.530904 1.140235 0.6 0.1 0.1
C 2.760021 -0.581737 1.256823 -0.1 -0.4 0.1
C 3.839342 -0.580083 0.202677 -0.1 -0.2 0.1
C 4.222893 0.563971 -0.473122 0.0 -0.2 0.0
C 5.221916 0.522837 -1.433571 0.1 0.1 -0.1
C 5.845035 -0.674938 -1.720525 0.0 0.1 0.0
C 5.481491 -1.831997 -1.050383 0.0 -0.3 0.1
C 4.483879 -1.793872 -0.085388 0.0 0.2 0.0
O 4.063644 -2.873438 0.636004 -0.1 0.4 0.0
C 4.627964 -4.131449 0.357910 0.1 -0.2 0.0
C -4.055356 -1.141153 0.609151 0.2 0.3 -0.1
C -5.336972 -1.577634 0.327605 -0.3 -0.1 -0.1
H -7.975614 -2.505664 0.764680 0.0 0.0 0.0
H -9.021357 -2.365926 -0.669577 0.1 -0.1 0.0
H -7.414415 -3.118278 -0.817657 0.0 0.0 0.0
H -6.515552 1.198046 -1.174510 -0.1 0.1 -0.1
H -4.225924 1.976551 -0.676239 0.0 0.0 0.0
H -1.770924 -0.223398 1.026461 0.1 0.3 -0.1
H -0.360632 2.051944 1.824404 0.0 0.0 -0.2
H -0.198765 3.067711 -0.730502 0.2 0.0 0.2
H 1.807743 4.329848 -1.593559 0.0 0.0 -0.1
H 2.614952 5.189335 -0.265443 0.0 0.0 0.0
H 0.865410 5.353692 -0.505618 -0.1 0.1 0.0
H 2.203566 1.472642 1.320558 -0.2 -0.1 -0.1
H 2.177507 -1.503110 1.171624 0.1 0.2 0.1
H 3.226317 -0.564607 2.249434 -0.1 -0.1 -0.1
H 3.743056 1.504098 -0.250033 -0.1 0.1 0.0
H 5.509414 1.425025 -1.951296 0.0 0.1 -0.1
H 6.622877 -0.719610 -2.468169 0.1 0.0 -0.1
H 5.983434 -2.756345 -1.288743 0.0 -0.1 0.0
H 4.125823 -4.831032 1.024436 0.1 0.0 -0.1
H 4.451951 -4.431951 -0.679890 0.0 0.0 0.0
H 5.703117 -4.145531 0.564249 0.0 0.0 0.0
H -3.363770 -1.805018 1.107566 0.1 -0.1 0.1
H -5.621836 -2.576824 0.616700 -0.1 -0.1 0.0
```
Positions in Å, forces in eV/Å.

---

[4]
Molecular formula: C5H6N2
Method: DFT, the ωB97M-V functional and the def2-TZVPD basis

Output
orbital gap (alpha / beta): 8.40 / 8.07 eV
E_HOMO (alpha / beta): -8.96 / -8.33 eV
lowest unoccupied orbital energy (alpha / beta): -0.6 / -0.3 eV

Geometry as XYZ:
```
13
Properties=species:S:1:pos:R:3:forces:R:3
N -0.610929 1.103748 2.380551 0.3 -0.1 0.1
C -0.085488 0.304201 1.641783 0.0 0.1 -0.2
C -0.950424 0.034507 0.488108 -0.1 -0.1 -0.2
C -0.483587 0.807184 -0.743660 0.0 0.0 0.0
C 0.452780 -0.300144 -1.197275 0.0 0.2 -0.3
C 1.214471 -0.997808 -0.174479 0.0 -0.2 -0.2
N -0.009037 -1.444109 -0.299170 0.0 -0.1 0.2
H -1.992492 -0.218183 0.650251 0.2 0.1 0.0
H -0.032455 1.774005 -0.499730 -0.1 -0.1 0.0
H -1.282610 0.961516 -1.472733 0.1 -0.1 0.1
H 0.593906 -0.509173 -2.257573 0.0 0.1 0.2
H 1.015567 -0.078239 1.410499 -0.3 0.1 0.2
H 2.170297 -1.437506 0.073428 -0.1 0.1 0.0
```
Positions in Å, forces in eV/Å.

---

[5]
Molecular formula: C6H9F2N2
Method: DFT, the ωB97M-V functional and the def2-TZVPD basis

Output
charge: +1
orbital gap (alpha / beta): 7.86 / 7.85 eV
E_HOMO (alpha / beta): -14.06 / -14.06 eV
lowest unoccupied orbital energy (alpha / beta): -6.2 / -6.2 eV

Geometry as XYZ:
```
19
Properties=species:S:1:pos:R:3:forces:R:3
C -0.244003 0.066938 -0.293062 0.2 1.6 -0.2
C -1.132555 -0.149653 0.728538 1.3 1.2 -0.3
C 0.821605 -0.701116 -0.684312 -0.3 0.4 -2.9
C 2.431042 -0.845936 -2.496073 0.3 3.5 4.1
C -2.003468 0.945944 1.133961 -1.4 1.6 1.9
C -1.315152 -1.386294 1.403686 -1.6 -4.0 0.1
N 1.349670 -0.560575 -1.941822 1.0 -0.8 0.0
N 3.074672 -0.937182 -3.576470 2.3 0.0 -0.7
F 1.245093 -1.658275 -0.007869 1.1 -2.0 1.5
F 3.913998 -0.042374 -1.192566 -2.3 -1.4 -2.1
H -0.250394 1.015930 -0.821306 -0.4 -0.1 -0.1
H -3.054681 0.594953 1.044072 0.3 0.7 -0.9
H -1.754957 2.010547 0.862193 -0.5 -1.4 -0.7
H -2.133767 1.100250 2.245409 1.0 -0.8 -0.5
H -1.305095 -1.285618 2.453640 -0.3 0.7 1.4
H -0.616965 -2.292340 1.323296 -1.1 1.5 -0.9
H -2.443954 -1.675715 1.182026 2.2 0.1 0.4
H 2.873163 -1.574902 -4.289826 -1.4 -1.3 -1.2
H 4.066916 -0.685723 -3.704172 -0.5 0.4 1.2
```
Positions in Å, forces in eV/Å.

---

[6]
Molecular formula: C11H13PS
Method: DFT, the ωB97M-V functional and the def2-TZVPD basis

Output
orbital gap (alpha / beta): 7.67 / 6.08 eV
E_HOMO (alpha / beta): -8.39 / -7.70 eV
lowest unoccupied orbital energy (alpha / beta): -0.7 / -1.6 eV

Geometry as XYZ:
```
26
Properties=species:S:1:pos:R:3:forces:R:3
C 1.713228 1.077821 -3.321590 -1.9 2.8 -2.4
C 0.934985 2.039765 -2.665152 0.4 -1.2 2.4
C 2.524457 0.286652 -2.645453 3.1 -3.3 -0.9
C 0.885517 1.981886 -1.243636 0.6 -0.4 -1.8
C 2.535957 0.207138 -1.299721 -0.4 0.1 1.7
C 1.639514 0.986701 -0.569326 -0.3 1.1 0.1
C -1.377405 -2.247914 2.759743 1.1 -1.7 0.9
C -1.595579 -1.367250 1.724719 1.7 -0.7 0.3
C -0.426779 -0.791634 0.943128 -0.8 -0.1 0.8
C -0.253710 0.702756 1.387938 0.2 -0.8 -2.1
C -2.959023 -0.991386 1.427304 -4.5 -0.7 1.6
P 1.580289 1.022964 1.232732 -0.1 0.0 1.2
S 0.201318 -2.718358 3.337013 -1.2 0.5 -0.5
H 1.757082 1.048216 -4.410102 -0.2 0.2 0.2
H 0.366425 2.800652 -3.130561 -0.4 0.5 -0.8
H 3.248123 -0.404922 -3.179002 -1.1 1.0 0.4
H 0.333520 2.764098 -0.719985 0.0 -0.4 0.1
H 3.232423 -0.489977 -0.863439 -0.1 0.0 0.5
H -2.181191 -2.862700 3.263156 0.5 1.3 -0.7
H 0.484714 -1.340348 1.189130 -0.3 -0.2 -0.2
H -0.663966 -0.860694 -0.109992 0.2 0.0 -0.4
H -0.711974 1.303288 0.594072 -0.3 0.1 0.4
H -0.856335 0.723591 2.268194 0.5 1.1 1.1
H -3.628375 -0.694370 2.424533 1.9 -0.7 -2.6
H -3.557472 -1.841709 0.973077 0.8 0.1 1.0
H -3.225743 -0.334267 0.633216 0.8 1.5 -0.3
```
Positions in Å, forces in eV/Å.